Computed, not measured: 2 unconnected molecules or ions with the total composition C5H9ClSi at a distorted geometry, with wB97M-V/def2-TZVPD.

```
16
Properties=species:S:1:pos:R:3:forces:R:3
C 0.8942 1.7010 -0.0238 0.5 1.0 0.4
C -0.1334 1.4840 -0.6150 1.0 0.0 0.6
C 2.2118 2.0956 0.5004 -0.4 0.0 0.8
C 0.0102 -1.9522 1.0658 1.0 0.4 0.5
C -1.4075 1.1350 -1.0224 -2.6 -1.2 2.2
Si -1.6270 -1.3295 0.3646 1.9 2.7 -1.4
Cl -3.2238 -1.0326 1.5153 -0.7 0.0 1.1
H 2.3298 2.8095 1.3613 -0.9 -0.6 -0.8
H 2.7629 2.4871 -0.3103 0.8 0.7 -0.9
H 2.7233 1.2011 0.7835 0.5 -0.7 0.4
H 0.8582 -2.1441 0.3589 -1.1 0.4 -0.1
H 0.4538 -1.1390 1.7218 -0.7 -1.2 -0.2
H -0.0956 -2.9558 1.5495 -0.2 1.0 0.2
H -1.6180 0.6061 -1.9123 0.1 -0.2 -1.0
H -2.2403 1.8523 -0.7081 1.1 -1.2 -0.4
H -2.0391 -2.1222 -0.7087 -0.5 -1.1 -1.2
```
Forces are in eV/Å.

Calculated values
Energy above the lowest of the compared OMol25 structures with the same formula, charge and spin = 86.6 kcal per mole
E = -25727.9869 eV
Strongest force on any atom = 0.07036 hartree/bohr
HOMO (alpha / beta) = -7.2 / -7.2 eV

Need the Mulliken charges? In units of e they are:
1. C 0.476
2. C 0.443
3. C -1.183
4. C -0.876
5. C -1.493
6. Si 0.588
7. Cl -0.213
8. H 0.284
9. H 0.281
10. H 0.290
11. H 0.295
12. H 0.239
13. H 0.336
14. H 0.417
15. H 0.251
16. H -0.136



Computed, not measured: a single C5H9F molecule at a distorted geometry, with wB97M-V/def2-TZVPD.

```
15
Properties=species:S:1:pos:R:3:forces:R:3
C 1.7790 0.3720 -0.3695 -0.4 1.0 -0.2
C 0.7868 -0.7680 -0.3323 0.8 -1.1 1.1
C -0.2658 -0.6478 0.7825 0.2 2.3 1.3
C -1.1437 0.6402 0.5548 0.5 -0.9 -1.1
C -2.2237 0.5603 -0.2392 1.6 1.2 1.8
F -2.7660 -0.6233 -0.4011 -0.8 -1.6 -1.0
H 2.1618 0.4018 -1.3527 0.9 0.0 -1.2
H 2.6111 0.3568 0.3134 0.2 -0.6 0.5
H 1.3741 1.3773 -0.2633 -0.6 0.0 0.2
H 1.4269 -1.6833 -0.1346 -0.9 0.7 -0.2
H 0.3217 -0.9205 -1.3128 -0.1 0.2 0.2
H -0.8435 -1.5446 0.8598 -0.5 -0.4 0.1
H 0.2383 -0.4569 1.7852 -0.4 -0.6 -1.2
H -0.6932 1.5966 0.8594 -0.4 -0.5 -0.5
H -2.7638 1.3395 -0.7495 -0.2 0.3 0.2
```
Forces are in eV/Å.

Calculated values
Energy above the lowest of the compared OMol25 structures with the same formula, charge and spin = 20.0 kcal per mole
E = -8047.1759 eV
Strongest force on any atom = 0.05189 hartree/bohr
HOMO = -9.3 eV
SMILES = CCC/C=C\F

Need the Mulliken charges? In units of e they are:
1. C -1.159
2. C -0.284
3. C -0.615
4. C -0.356
5. C -0.192
6. F -0.230
7. H 0.339
8. H 0.335
9. H 0.300
10. H 0.244
11. H 0.315
12. H 0.361
13. H 0.243
14. H 0.323
15. H 0.376



Computed, not measured: a single C5H9F molecule at a distorted geometry, with wB97M-V/def2-TZVPD.

```
15
Properties=species:S:1:pos:R:3:forces:R:3
F 1.8992 0.5329 -1.0864 0.0 0.2 1.5
C 1.0730 1.1992 -0.1116 0.0 0.6 -0.9
C -0.4068 0.8072 -0.7736 -0.1 -1.3 1.2
C -0.7117 -0.5500 -0.0655 4.9 -3.4 -1.0
C -0.5627 -0.7439 1.4986 0.5 2.5 -1.6
C -1.6180 -1.4389 0.6208 -4.4 1.3 1.6
H 1.3658 0.8721 1.0488 -1.2 0.5 -3.4
H 1.4106 2.2844 -0.2363 -1.0 -1.3 0.3
H -1.3325 1.3270 -0.4800 0.8 1.1 -0.1
H -0.3537 0.7550 -1.9495 0.2 0.1 2.6
H -0.1216 -1.4783 -0.4171 0.6 2.4 -0.7
H -1.0098 0.4158 1.8027 1.7 -3.8 0.3
H 0.4919 -1.2240 1.7947 -2.9 1.4 -0.2
H -2.6291 -0.8195 0.8804 1.6 -2.7 -0.5
H -1.5567 -2.5698 0.3214 -0.8 2.4 1.0
```
Forces are in eV/Å.

Calculated values
Energy above the lowest of the compared OMol25 structures with the same formula, charge and spin = 108.7 kcal per mole
E = -8043.3305 eV
Strongest force on any atom = 0.11719 hartree/bohr
HOMO = -9.5 eV
SMILES = FCCC1CC1

Need the Mulliken charges? In units of e they are:
1. F -0.304
2. C -0.099
3. C -0.692
4. C 0.064
5. C -0.634
6. C -0.474
7. H 0.201
8. H 0.256
9. H 0.327
10. H 0.258
11. H 0.145
12. H 0.203
13. H 0.317
14. H 0.193
15. H 0.240



Computed, not measured: 3 unconnected molecules or ions with the total composition C5H9F at a distorted geometry, with wB97M-V/def2-TZVPD.

```
15
Properties=species:S:1:pos:R:3:forces:R:3
C 2.0755 0.9249 -1.2419 2.1 -2.2 -0.4
C 0.9847 0.4628 -0.2219 7.6 2.8 -0.2
C -0.2415 0.3980 -0.3555 -6.9 -3.5 -2.9
C -1.1184 0.0078 0.8965 5.9 5.8 -0.4
C -1.6267 -1.2211 0.8728 -5.7 -11.4 0.0
H 2.0446 0.1884 -2.5504 0.3 2.3 4.3
H 3.3370 0.6584 -0.4134 -3.6 0.9 -3.2
H 2.0035 2.0575 -1.4561 0.3 -2.0 0.3
H 1.3429 0.5545 0.7732 0.7 -0.1 1.0
H -0.4860 0.0615 -1.4976 -0.6 1.3 2.7
H -0.3677 0.1262 1.7981 -1.6 0.3 -1.3
H -2.7584 -1.1533 1.4366 3.4 -0.8 -0.8
H -2.0016 -1.6333 -0.1047 0.3 1.2 0.2
H -1.0031 -2.2626 1.0950 -1.2 3.2 0.5
F -2.1848 0.8304 0.9694 -0.9 2.1 0.4
```
Forces are in eV/Å.

Calculated values
Energy above the lowest of the compared OMol25 structures with the same formula, charge and spin = 147.4 kcal per mole
E = -8041.6523 eV
Strongest force on any atom = 0.24804 hartree/bohr
HOMO = -10.2 eV

Need the Mulliken charges? In units of e they are:
1. C -0.885
2. C -0.311
3. C -0.130
4. C 0.788
5. C -1.272
6. H 0.227
7. H 0.210
8. H 0.269
9. H 0.230
10. H 0.159
11. H 0.176
12. H 0.265
13. H 0.332
14. H 0.269
15. F -0.326



Computed, not measured: a single C5H9F molecule at a distorted geometry, with wB97M-V/def2-TZVPD.

```
15
Properties=species:S:1:pos:R:3:forces:R:3
F 0.0901 -1.5417 -2.0426 0.8 -0.8 -1.1
C -0.7633 -1.3742 -0.9933 -3.0 0.2 -1.2
C 0.0098 -1.0869 0.2138 -1.2 -2.8 2.0
C 0.7175 0.1554 0.1591 0.5 3.9 -0.5
C -0.1552 1.4632 0.0214 -2.4 -1.2 -0.1
C 0.7180 1.3048 1.1742 2.3 1.0 1.2
H -1.3705 -0.4988 -1.3240 0.1 -0.4 0.6
H -1.5288 -2.2342 -0.9106 1.6 0.8 -0.1
H -0.7164 -1.1885 1.0414 0.2 0.6 0.0
H 0.6472 -1.9654 0.3933 0.3 0.3 -0.1
H 1.5760 0.1940 -0.5410 -0.5 -0.2 0.7
H -1.2883 1.2765 0.2539 2.2 0.4 -0.6
H 0.0289 2.2118 -0.7462 0.0 -0.3 0.1
H 0.3464 1.4075 2.2353 0.3 -0.9 -1.3
H 1.6885 1.8764 1.0651 -1.2 -0.6 0.4
```
Forces are in eV/Å.

Calculated values
Energy above the lowest of the compared OMol25 structures with the same formula, charge and spin = 31.4 kcal per mole
E = -8046.6796 eV
Strongest force on any atom = 0.07701 hartree/bohr
HOMO = -9.9 eV
SMILES = FCCC1CC1

Need the Mulliken charges? In units of e they are:
1. F -0.297
2. C -0.232
3. C -0.865
4. C 0.046
5. C -0.530
6. C -0.479
7. H 0.208
8. H 0.280
9. H 0.278
10. H 0.304
11. H 0.302
12. H 0.239
13. H 0.271
14. H 0.262
15. H 0.214



Computed, not measured: 2 unconnected molecules or ions with the total composition C5H9F2N at a distorted geometry, with wB97M-V/def2-TZVPD.

```
17
Properties=species:S:1:pos:R:3:forces:R:3
C -0.6038 -1.6654 0.0669 2.1 2.2 -0.9
C -1.5419 -0.7383 -0.7852 -1.2 -2.9 -1.1
C -0.3292 -0.3226 0.8845 0.2 -0.9 -0.4
C -1.2493 1.7603 0.0761 -0.7 1.0 -2.4
C 2.6754 0.1354 0.4192 -1.6 0.2 2.9
N -0.9166 0.3897 -0.0669 0.2 -2.2 0.9
F 2.5064 1.2548 -0.3416 -0.5 -0.7 -0.6
F 2.9832 -0.9594 -0.2909 1.3 0.2 -0.8
H -1.0315 -2.4498 0.6731 0.2 -0.4 -0.2
H 0.4045 -1.8870 -0.5490 -2.4 -0.1 1.6
H -1.3995 -0.9885 -1.9025 -0.2 1.5 1.4
H -2.6578 -1.0341 -0.5465 2.0 1.4 -0.3
H 1.8009 -0.2144 1.0144 -0.3 1.1 -1.0
H -0.5765 2.2659 0.7939 -0.9 -0.6 0.1
H -0.9977 2.2412 -0.9240 -0.8 -0.2 1.1
H -2.3675 1.7166 0.2399 1.2 1.1 0.2
H 3.3011 0.4955 1.2384 1.5 -0.8 -0.6
```
Forces are in eV/Å.

Calculated values
Energy above the lowest of the compared OMol25 structures with the same formula, charge and spin = 91.5 kcal per mole
E = -12251.4123 eV
Strongest force on any atom = 0.06448 hartree/bohr
HOMO = -8.1 eV

Need the Mulliken charges? In units of e they are:
1. C -0.208
2. C -0.531
3. C -0.853
4. C -0.870
5. C 0.252
6. N 0.533
7. F -0.252
8. F -0.253
9. H 0.312
10. H 0.160
11. H 0.246
12. H 0.249
13. H 0.110
14. H 0.294
15. H 0.294
16. H 0.294
17. H 0.223



Copy entry 2 word for word.
Computed, not measured: a single C5H9F molecule at a distorted geometry, with wB97M-V/def2-TZVPD.

```
15
Properties=species:S:1:pos:R:3:forces:R:3
C 1.7790 0.3720 -0.3695 -0.4 1.0 -0.2
C 0.7868 -0.7680 -0.3323 0.8 -1.1 1.1
C -0.2658 -0.6478 0.7825 0.2 2.3 1.3
C -1.1437 0.6402 0.5548 0.5 -0.9 -1.1
C -2.2237 0.5603 -0.2392 1.6 1.2 1.8
F -2.7660 -0.6233 -0.4011 -0.8 -1.6 -1.0
H 2.1618 0.4018 -1.3527 0.9 0.0 -1.2
H 2.6111 0.3568 0.3134 0.2 -0.6 0.5
H 1.3741 1.3773 -0.2633 -0.6 0.0 0.2
H 1.4269 -1.6833 -0.1346 -0.9 0.7 -0.2
H 0.3217 -0.9205 -1.3128 -0.1 0.2 0.2
H -0.8435 -1.5446 0.8598 -0.5 -0.4 0.1
H 0.2383 -0.4569 1.7852 -0.4 -0.6 -1.2
H -0.6932 1.5966 0.8594 -0.4 -0.5 -0.5
H -2.7638 1.3395 -0.7495 -0.2 0.3 0.2
```
Forces are in eV/Å.

Calculated values
Energy above the lowest of the compared OMol25 structures with the same formula, charge and spin = 20.0 kcal per mole
E = -8047.1759 eV
Strongest force on any atom = 0.05189 hartree/bohr
HOMO = -9.3 eV
SMILES = CCC/C=C\F

Need the Mulliken charges? In units of e they are:
1. C -1.159
2. C -0.284
3. C -0.615
4. C -0.356
5. C -0.192
6. F -0.230
7. H 0.339
8. H 0.335
9. H 0.300
10. H 0.244
11. H 0.315
12. H 0.361
13. H 0.243
14. H 0.323
15. H 0.376



Repeat the fourth record exactly.
Computed, not measured: 3 unconnected molecules or ions with the total composition C5H9F at a distorted geometry, with wB97M-V/def2-TZVPD.

```
15
Properties=species:S:1:pos:R:3:forces:R:3
C 2.0755 0.9249 -1.2419 2.1 -2.2 -0.4
C 0.9847 0.4628 -0.2219 7.6 2.8 -0.2
C -0.2415 0.3980 -0.3555 -6.9 -3.5 -2.9
C -1.1184 0.0078 0.8965 5.9 5.8 -0.4
C -1.6267 -1.2211 0.8728 -5.7 -11.4 0.0
H 2.0446 0.1884 -2.5504 0.3 2.3 4.3
H 3.3370 0.6584 -0.4134 -3.6 0.9 -3.2
H 2.0035 2.0575 -1.4561 0.3 -2.0 0.3
H 1.3429 0.5545 0.7732 0.7 -0.1 1.0
H -0.4860 0.0615 -1.4976 -0.6 1.3 2.7
H -0.3677 0.1262 1.7981 -1.6 0.3 -1.3
H -2.7584 -1.1533 1.4366 3.4 -0.8 -0.8
H -2.0016 -1.6333 -0.1047 0.3 1.2 0.2
H -1.0031 -2.2626 1.0950 -1.2 3.2 0.5
F -2.1848 0.8304 0.9694 -0.9 2.1 0.4
```
Forces are in eV/Å.

Calculated values
Energy above the lowest of the compared OMol25 structures with the same formula, charge and spin = 147.4 kcal per mole
E = -8041.6523 eV
Strongest force on any atom = 0.24804 hartree/bohr
HOMO = -10.2 eV

Need the Mulliken charges? In units of e they are:
1. C -0.885
2. C -0.311
3. C -0.130
4. C 0.788
5. C -1.272
6. H 0.227
7. H 0.210
8. H 0.269
9. H 0.230
10. H 0.159
11. H 0.176
12. H 0.265
13. H 0.332
14. H 0.269
15. F -0.326



Look up the strongest force on any atom of the second one. 0.05189 hartree/bohr